# 1
H12O5S | ωB97M-V with the def2-TZVPD basis set

## Properties
SMILES: O.O.O.O.O.S
HOMO level: -0.3729 Ha
Kohn-Sham gap: 10.8 eV
Electronic energy: -781.56632 Eh
2S+1: 1
LUMO level: 0.62 eV

Geometry (Å):
H (-0.124, -2.030, -0.895)
H (0.981, 1.039, -1.677)
H (-1.943, 0.553, 0.893)
H (-3.852, -1.155, 0.496)
H (-0.755, 0.831, 1.731)
O (-3.325, -1.683, 1.096)
H (-0.273, 1.165, -0.913)
H (-2.550, -1.931, 0.570)
O (-1.115, 1.056, 0.867)
H (4.952, 1.290, -1.846)
S (3.635, 1.239, -1.975)
O (0.042, 0.823, -1.776)
H (-1.785, -0.835, 4.517)
O (-1.882, -1.074, 3.596)
H (-0.175, -0.508, -0.517)
H (3.633, 2.352, -2.730)
O (-0.435, -1.409, -0.240)
H (-2.352, -1.903, 3.517)

# 2
H12O6 | ωB97M-V with the def2-TZVPD basis set

## Properties
SMILES: O.O.O.O.O.O
HOMO level: -0.4133 Ha
Kohn-Sham gap: 11.5 eV
Electronic energy: -458.60619 Eh
2S+1: 1
LUMO level: 0.27 eV

Geometry (Å):
H (-9.612, 17.050, 7.983)
H (-7.847, 13.441, 9.552)
H (-12.751, 13.934, 8.939)
H (-4.244, 11.854, 12.857)
H (-12.227, 13.493, 10.290)
H (-4.813, 12.389, 14.154)
H (-8.197, 12.751, 16.284)
O (-12.044, 14.092, 9.565)
O (-8.557, 12.039, 15.755)
H (-6.742, 13.525, 10.584)
O (-10.737, 11.723, 4.974)
H (-7.912, 11.906, 15.060)
O (-6.958, 13.773, 9.685)
O (-5.070, 12.005, 13.316)
O (-9.761, 17.715, 7.310)
H (-10.285, 17.269, 6.644)
H (-11.165, 10.977, 4.553)
H (-10.662, 11.468, 5.894)